No. 1
DFT (ωB97M-V/def2-TZVPD) results for a cluster of 2 separate species, CH7NOS2 in total at a distorted geometry.

Properties
HOMO energy   -9.56 eV
LUMO energy   0.19 eV
Calculated total energy   -26358.098 eV
SMILES string   NCO.SS
Orbital gap   9.746 eV
Strongest force on any atom   1.679 eV/Å
Energy above the lowest of the compared OMol25 structures with the same formula, charge and spin   4.0 kcal per mole

Each atom is followed by the atoms it is bonded to, with distances in Å.
Geometry (Å):
1 S 1.85089 -1.97732 -0.30129  S2 2.090, H3 1.339
2 S 3.48261 -0.72508 0.07070  S1 2.090, H4 1.342
3 H 1.17257 -1.50871 0.75335  S1 1.339
4 H 2.99075 0.38866 -0.49283  S2 1.342
5 N -0.97777 -0.38443 0.48230  C6 1.427, H8 1.013, H9 1.019
6 C -1.35878 0.69013 -0.37665  N5 1.427, O7 1.433, H10 1.093, H11 1.085
7 O -1.20194 1.93208 0.32089  C6 1.433, H12 0.951
8 H -1.69353 -0.61757 1.15959  N5 1.013
9 H -0.91936 -1.22226 -0.09400  N5 1.019
10 H -0.70210 0.70001 -1.25066  C6 1.093
11 H -2.37691 0.72661 -0.75095  C6 1.085
12 H -0.26644 1.99788 0.47954  O7 0.951

***

No. 2
DFT (ωB97M-V/def2-TZVPD) results for a cluster of 9 separate species, C42H109N7O13 in total at a distorted geometry.

Properties
HOMO energy   -8.44 eV
LUMO energy   0.59 eV
Calculated total energy   -82363.189 eV
SMILES string   COC[C@H](C)N.COC[C@H](C)N.COC[C@H](C)N.COCCNCCOC.COCCNCCOC.COCCNCCOC.COCCNCCOC.CC(C)O.CC(C)O
Orbital gap   9.026 eV
Strongest force on any atom   1.747 eV/Å
Energy above the lowest of the compared OMol25 structures with the same formula, charge and spin   0.0 kcal per mole

Each atom is followed by the atoms it is bonded to, with distances in Å.
Geometry (Å):
1 C -0.22759 0.70201 -3.44382  O2 1.414, H10 1.097, H11 1.087, H12 1.093
2 O -0.99961 -0.44835 -3.72743  C1 1.414, C3 1.405
3 C -2.21042 -0.40459 -3.01525  O2 1.405, C4 1.522, H13 1.098, H14 1.098
4 C -3.03024 -1.62979 -3.39364  C3 1.522, N5 1.464, H15 1.091, H16 1.102
5 N -4.29595 -1.59426 -2.65941  C4 1.464, C6 1.468, H17 1.020
6 C -5.09436 -2.78470 -2.97510  N5 1.468, C7 1.530, H18 1.098, H19 1.094
7 C -6.43873 -2.77437 -2.24507  C6 1.530, O8 1.418, H20 1.099, H21 1.093
8 O -7.45487 -2.23087 -3.07153  C7 1.418, C9 1.402
9 C -8.74335 -2.39792 -2.54499  O8 1.402, H22 1.096, H23 1.099, H24 1.090
10 H -0.88115 1.58289 -3.47808  C1 1.097
11 H 0.56368 0.82659 -4.17842  C1 1.087
12 H 0.16577 0.66603 -2.42431  C1 1.093
13 H -2.83066 0.47315 -3.24077  C3 1.098
14 H -2.10953 -0.39046 -1.92213  C3 1.098
15 H -2.47596 -2.56661 -3.32539  C4 1.091
16 H -3.22667 -1.56848 -4.47586  C4 1.102
17 H -4.85888 -0.82896 -3.02930  N5 1.020
18 H -4.58068 -3.62369 -2.48817  C6 1.098
19 H -5.15339 -3.00796 -4.04494  C6 1.094
20 H -6.33044 -2.06140 -1.41585  C7 1.099
21 H -6.65061 -3.73909 -1.77773  C7 1.093
22 H -8.80735 -2.00900 -1.52209  C9 1.096
23 H -9.04984 -3.45371 -2.55435  C9 1.099
24 H -9.45209 -1.89850 -3.20580  C9 1.090
25 C 5.16172 -0.11458 1.98827  O26 1.408, H34 1.085, H35 1.093, H36 1.096
26 O 4.90546 -1.29090 2.71813  C25 1.408, C27 1.405
27 C 3.77727 -2.00370 2.27867  O26 1.405, C28 1.517, H37 1.090, H38 1.101
28 C 2.45655 -1.28091 2.46779  C27 1.517, N29 1.460, H39 1.092, H40 1.102
29 N 2.18082 -1.10953 3.89173  C28 1.460, C30 1.461, H41 1.015
30 C 1.08504 -0.16429 4.09094  N29 1.461, C31 1.507, H42 1.093, H43 1.099
31 C 0.52203 -0.21886 5.48793  C30 1.507, O32 1.433, H44 1.097, H45 1.093
32 O 1.50505 0.38364 6.33820  C31 1.433, C33 1.398
33 C 1.32879 0.14685 7.70484  O32 1.398, H46 1.102, H47 1.085, H48 1.098
34 H 6.09555 0.35395 2.28001  C25 1.085
35 H 4.33340 0.58967 2.09907  C25 1.093
36 H 5.21425 -0.35422 0.91981  C25 1.096
37 H 3.81460 -2.97248 2.77590  C27 1.090
38 H 3.89277 -2.21797 1.20481  C27 1.101
39 H 1.59891 -1.79349 2.02706  C28 1.092
40 H 2.49455 -0.34931 1.88037  C28 1.102
41 H 3.00430 -0.73553 4.35156  N29 1.015
42 H 0.28536 -0.40204 3.38442  C30 1.093
43 H 1.43730 0.85719 3.89292  C30 1.099
44 H 0.48783 -1.25206 5.85545  C31 1.097
45 H -0.45999 0.24823 5.60105  C31 1.093
46 H 0.40723 0.64220 8.05128  C33 1.102
47 H 2.16181 0.53724 8.27919  C33 1.085
48 H 1.13523 -0.91349 7.91564  C33 1.098
49 C 5.50563 1.94134 -1.45290  O50 1.402, H58 1.100, H59 1.096, H60 1.088
50 O 4.64999 2.01019 -0.34401  C49 1.402, C51 1.414
51 C 3.29005 1.82720 -0.68636  O50 1.414, C52 1.516, H61 1.090, H62 1.096
52 C 2.62418 3.13610 -1.06191  C51 1.516, N53 1.466, H63 1.096, H64 1.100
53 N 2.63541 4.05453 0.08074  C52 1.466, C54 1.446, H65 1.016
54 C 2.06965 5.35583 -0.19936  N53 1.446, C55 1.524, H66 1.089, H67 1.102
55 C 2.22884 6.31808 0.97110  C54 1.524, O56 1.397, H68 1.099, H69 1.100
56 O 2.15613 7.63320 0.50460  C55 1.397, C57 1.414
57 C 1.86613 8.58442 1.50949  O56 1.414, H70 1.094, H71 1.095, H72 1.090
58 H 5.21234 2.62374 -2.26413  C49 1.100
59 H 5.50265 0.95319 -1.92755  C49 1.096
60 H 6.50732 2.24892 -1.16114  C49 1.088
61 H 2.75756 1.33584 0.12811  C51 1.090
62 H 3.19515 1.16801 -1.55667  C51 1.096
63 H 1.57958 2.98732 -1.35938  C52 1.096
64 H 3.08052 3.61259 -1.94242  C52 1.100
65 H 3.61455 4.11528 0.34532  N53 1.016
66 H 1.01844 5.29289 -0.47812  C54 1.089
67 H 2.59473 5.87432 -1.01832  C54 1.102
68 H 3.15431 6.13823 1.53604  C55 1.099
69 H 1.42308 6.09026 1.68464  C55 1.100
70 H 2.68652 8.67204 2.22866  C57 1.094
71 H 0.91466 8.33162 1.98804  C57 1.095
72 H 1.76678 9.53136 0.97985  C57 1.090
73 C -2.31281 -8.10387 -3.60501  O74 1.421, H82 1.092, H83 1.093, H84 1.092
74 O -0.97352 -7.79470 -3.24457  C73 1.421, C75 1.402
75 C -0.25023 -8.94970 -2.91585  O74 1.402, C76 1.522, H85 1.099, H86 1.098
76 C 1.14153 -8.55883 -2.43810  C75 1.522, N77 1.457, H87 1.101, H88 1.091
77 N 1.04353 -7.88608 -1.14951  C76 1.457, C78 1.452, H89 1.013
78 C 2.31619 -7.42444 -0.62371  N77 1.452, C79 1.510, H90 1.103, H91 1.091
79 C 2.13047 -6.55278 0.59497  C78 1.510, O80 1.410, H92 1.096, H93 1.097
80 O 1.25269 -5.50206 0.25679  C79 1.410, C81 1.405
81 C 0.98626 -4.64426 1.33730  O80 1.405, H94 1.095, H95 1.098, H96 1.086
82 H -2.95316 -8.28937 -2.74008  C73 1.092
83 H -2.33683 -8.93466 -4.31517  C73 1.093
84 H -2.66157 -7.20492 -4.11727  C73 1.092
85 H -0.12027 -9.62980 -3.76973  C75 1.099
86 H -0.69516 -9.58170 -2.13659  C75 1.098
87 H 1.53903 -7.87906 -3.20801  C76 1.101
88 H 1.78577 -9.43005 -2.31413  C76 1.091
89 H 0.36788 -7.13604 -1.23121  N77 1.013
90 H 2.85003 -6.79314 -1.35315  C78 1.103
91 H 2.92334 -8.30989 -0.43238  C78 1.091
92 H 3.11388 -6.16608 0.88744  C79 1.096
93 H 1.70110 -7.11589 1.43228  C79 1.097
94 H 1.90752 -4.26429 1.79054  C81 1.095
95 H 0.46347 -5.15312 2.15727  C81 1.098
96 H 0.33988 -3.84799 0.97926  C81 1.086
97 C 3.82410 -1.86705 -1.61953  C98 1.528, H103 1.091, H104 1.088, H105 1.093
98 C 4.32447 -1.71052 -3.05478  C97 1.528, C99 1.531, N102 1.478, H106 1.092
99 C 5.15671 -2.91544 -3.50209  C98 1.531, O100 1.415, H107 1.101, H108 1.092
100 O 6.37458 -3.08026 -2.80047  C99 1.415, C101 1.408
101 C 7.22246 -1.96240 -2.91516  O100 1.408, H109 1.094, H110 1.095, H111 1.089
102 N 3.14658 -1.50973 -3.92436  C98 1.478, H112 1.019, H113 1.020
103 H 3.25557 -2.79702 -1.56890  C97 1.091
104 H 3.23803 -1.01149 -1.29108  C97 1.088
105 H 4.68622 -1.91320 -0.94938  C97 1.093
106 H 4.93837 -0.81194 -3.13972  C98 1.092
107 H 5.35035 -2.78347 -4.57818  C99 1.101
108 H 4.60800 -3.85779 -3.45426  C99 1.092
109 H 6.97884 -1.16148 -2.21013  C101 1.094
110 H 7.23971 -1.52880 -3.92019  C101 1.095
111 H 8.23360 -2.29354 -2.68175  C101 1.089
112 H 2.58800 -2.36144 -3.89324  N102 1.019
113 H 3.49896 -1.45907 -4.88013  N102 1.020
114 C -3.43941 6.18971 1.31159  C115 1.522, H120 1.087, H121 1.095, H122 1.093
115 C -3.81655 5.43562 2.57841  C114 1.522, C116 1.530, N119 1.469, H123 1.091
116 C -2.72368 5.52058 3.64629  C115 1.530, O117 1.406, H124 1.104, H125 1.095
117 O -1.50060 5.05477 3.13357  C116 1.406, C118 1.422
118 C -0.46182 5.17557 4.09647  O117 1.422, H126 1.092, H127 1.089, H128 1.095
119 N -5.08831 5.98168 3.06958  C115 1.469, H129 1.019, H130 1.022
120 H -4.21762 6.11210 0.55594  C114 1.087
121 H -2.52828 5.76977 0.87361  C114 1.095
122 H -3.14538 7.21934 1.53052  C114 1.093
123 H -3.99926 4.37958 2.37535  C115 1.091
124 H -3.10608 4.82749 4.41570  C116 1.104
125 H -2.70256 6.47922 4.17603  C116 1.095
126 H -0.29297 6.19569 4.44853  C118 1.092
127 H 0.45249 4.80257 3.63704  C118 1.089
128 H -0.70217 4.52561 4.94440  C118 1.095
129 H -5.01421 6.98029 3.25867  N119 1.019
130 H -5.26949 5.61094 4.00442  N119 1.022
131 C -1.28269 1.59087 2.62062  C132 1.530, H137 1.095, H138 1.085, H139 1.094
132 C -0.13786 1.79305 1.62546  C131 1.530, C133 1.514, N136 1.463, H140 1.101
133 C -0.12108 0.84482 0.44524  C132 1.514, O134 1.411, H141 1.097, H142 1.098
134 O 0.27078 -0.45017 0.84439  C133 1.411, C135 1.400
135 C 0.34113 -1.31324 -0.25598  O134 1.400, H143 1.094, H144 1.094, H145 1.096
136 N -0.14660 3.17534 1.14642  C132 1.463, H146 1.016, H147 1.009
137 H -2.21051 1.49745 2.04653  C131 1.095
138 H -1.35899 2.36169 3.38004  C131 1.085
139 H -1.12883 0.60535 3.07051  C131 1.094
140 H 0.79413 1.61695 2.18372  C132 1.101
141 H 0.56525 1.25811 -0.30424  C133 1.097
142 H -1.12603 0.78259 0.00788  C133 1.098
143 H 0.80865 -2.25370 0.04931  C135 1.094
144 H 0.94979 -0.91951 -1.07471  C135 1.094
145 H -0.64198 -1.64641 -0.60885  C135 1.096
146 H 0.75601 3.38930 0.73222  N136 1.016
147 H -0.49150 3.89994 1.75811  N136 1.009
148 C -1.44569 4.63153 -2.31890  C149 1.520, H152 1.092, H153 1.092, H154 1.095
149 C -2.63018 3.85797 -1.76261  C148 1.520, C150 1.519, O151 1.404, H155 1.100
150 C -3.47505 3.25453 -2.87152  C149 1.519, H156 1.093, H157 1.090, H158 1.092
151 O -2.23362 2.84710 -0.87222  C149 1.404, H159 0.986
152 H -1.71123 5.29848 -3.14193  C148 1.092
153 H -0.64908 3.94838 -2.62028  C148 1.092
154 H -1.04686 5.32220 -1.56799  C148 1.095
155 H -3.29992 4.57192 -1.26183  C149 1.100
156 H -2.86938 2.64764 -3.54930  C150 1.093
157 H -3.95773 4.05185 -3.43686  C150 1.090
158 H -4.25721 2.62524 -2.44258  C150 1.092
159 H -1.55967 3.15102 -0.21972  O151 0.986
160 C -4.19826 0.20729 0.56165  C161 1.531, H164 1.091, H165 1.090, H166 1.096
161 C -3.38236 -1.05151 0.86532  C160 1.531, C162 1.525, O163 1.411, H167 1.103
162 C -3.37811 -1.40223 2.34980  C161 1.525, H168 1.089, H169 1.095, H170 1.087
163 O -3.79249 -2.15989 0.09399  C161 1.411, H171 0.983
164 H -4.04043 0.95890 1.33674  C160 1.091
165 H -5.25445 0.02355 0.36594  C160 1.090
166 H -3.79433 0.64691 -0.35766  C160 1.096
167 H -2.33881 -0.80120 0.61026  C161 1.103
168 H -4.37505 -1.40947 2.78861  C162 1.089
169 H -2.84067 -0.55382 2.78554  C162 1.095
170 H -2.81487 -2.31803 2.51301  C162 1.087
171 H -3.84907 -1.92405 -0.85828  O163 0.983

***

Copy entry 1 word for word.
DFT (ωB97M-V/def2-TZVPD) results for a cluster of 2 separate species, CH7NOS2 in total at a distorted geometry.

Properties
HOMO energy   -9.56 eV
LUMO energy   0.19 eV
Calculated total energy   -26358.098 eV
SMILES string   NCO.SS
Orbital gap   9.746 eV
Strongest force on any atom   1.679 eV/Å
Energy above the lowest of the compared OMol25 structures with the same formula, charge and spin   4.0 kcal per mole

Each atom is followed by the atoms it is bonded to, with distances in Å.
Geometry (Å):
1 S 1.85089 -1.97732 -0.30129  S2 2.090, H3 1.339
2 S 3.48261 -0.72508 0.07070  S1 2.090, H4 1.342
3 H 1.17257 -1.50871 0.75335  S1 1.339
4 H 2.99075 0.38866 -0.49283  S2 1.342
5 N -0.97777 -0.38443 0.48230  C6 1.427, H8 1.013, H9 1.019
6 C -1.35878 0.69013 -0.37665  N5 1.427, O7 1.433, H10 1.093, H11 1.085
7 O -1.20194 1.93208 0.32089  C6 1.433, H12 0.951
8 H -1.69353 -0.61757 1.15959  N5 1.013
9 H -0.91936 -1.22226 -0.09400  N5 1.019
10 H -0.70210 0.70001 -1.25066  C6 1.093
11 H -2.37691 0.72661 -0.75095  C6 1.085
12 H -0.26644 1.99788 0.47954  O7 0.951

***

The lowest orbital gap belongs to which entry? C42H109N7O13